(1)
100
Properties=species:S:1:pos:R:3 method="wB97M-V/def2-TZVPD" homo_energy_ev=-4.89 total_charge=-1 homo_lumo_gap_ev=6.28 e_tot_ev=-142960.164
I 1.683 5.755 -2.201
I 7.686 -2.280 -2.818
In 3.010 0.165 -3.550
S -2.152 -5.298 3.626
S -4.096 0.208 5.418
S 1.425 -2.568 0.705
S -1.079 4.712 1.816
S 9.127 -1.224 2.296
S -7.295 0.634 -1.206
P 2.417 1.327 -5.780
O 0.575 -2.069 -0.422
O -0.493 3.796 0.792
O -6.134 1.571 -1.154
O -0.698 -4.982 3.483
O 3.623 2.542 -6.014
O 5.334 -1.125 -1.329
O 0.815 1.934 -5.822
O -3.402 -1.084 5.133
O 8.880 -2.191 3.411
O 2.692 0.246 -6.873
C 2.330 -1.152 1.367
C 0.398 -1.692 -4.170
C 5.798 -1.157 -2.485
C -0.835 -0.910 -3.494
C 0.285 5.362 2.805
C -1.941 0.593 -1.472
C -3.386 -0.024 -3.620
C 0.347 -2.786 2.136
C -5.462 0.358 4.247
C -1.466 6.273 0.991
C 1.702 2.669 -1.877
C -2.285 -6.814 4.600
C -3.267 0.700 -2.256
C 5.196 -0.441 -3.767
C -5.130 -0.043 6.878
C 1.734 -1.688 -3.269
C 1.804 3.726 -3.088
C -2.820 -4.202 4.895
C -8.009 0.749 -2.860
C -0.766 -0.199 -2.103
C -2.206 -0.818 -4.247
C -8.673 1.433 -0.354
C 10.831 -1.459 1.744
C 8.358 -1.901 0.811
C 2.907 1.612 -1.802
H 0.032 -2.739 -4.448
H -6.076 -0.545 4.274
H -2.311 -1.342 -5.255
H 11.501 -1.135 2.541
H 8.694 -2.928 0.652
H -1.883 -7.639 4.011
H -4.144 1.305 -1.825
H -1.784 7.008 1.732
H -7.294 0.338 -3.574
H 1.051 5.783 2.152
H -8.210 1.793 -3.107
H -5.765 -0.920 6.738
H 8.621 -1.283 -0.049
H 2.797 1.015 -0.834
H -8.428 1.506 0.706
H -8.832 2.434 -0.760
H -1.805 1.117 -0.460
H 1.748 3.290 -0.904
H 0.948 -3.033 3.012
H 3.045 -0.816 0.614
H 11.010 -0.856 0.852
H 7.276 -1.891 0.945
H -0.092 6.128 3.486
H -9.575 0.830 -0.477
H -0.222 -1.871 2.316
H 2.868 -1.454 2.268
H -1.711 -6.714 5.523
H -6.066 1.231 4.502
H -5.745 0.843 7.045
H 2.362 -2.590 -3.637
H -2.214 -4.265 5.800
H -0.340 -3.603 1.930
H -5.047 0.485 3.247
H -3.852 -4.483 5.113
H 0.658 2.205 -1.908
H 1.495 -1.913 -2.171
H 5.366 -1.096 -4.695
H -8.933 0.169 -2.899
H 2.749 3.628 -3.714
H 11.009 -2.514 1.527
H 3.420 3.048 -6.840
H -2.797 -3.180 4.516
H -4.480 -0.200 7.739
H -2.278 6.098 0.284
H 3.881 2.212 -1.790
H 0.856 3.644 -3.731
H -0.589 6.638 0.452
H 0.663 -1.174 -5.170
H 0.713 4.543 3.384
H 5.773 0.536 -3.961
H 1.636 -0.341 1.597
H 0.419 1.683 -4.956
H -4.357 0.001 -4.219
H -3.334 -7.009 4.828
H 0.208 -0.236 -1.522



(2)
21
Properties=species:S:1:pos:R:3 method="wB97M-V/def2-TZVPD" de_lowest_ev=4.228 homo_energy_ev=-8.75 homo_lumo_gap_ev=9.63 smiles="CCNCCC=O.O" e_tot_ev=-10977.651
O -2.791 0.489 -0.573
O -2.250 -0.246 2.181
N 0.383 -0.724 -0.375
C -0.689 1.577 -0.645
C 1.826 -1.061 -0.402
C -0.039 0.330 -1.308
C -2.227 1.525 -0.563
C 2.336 -1.167 1.028
H 1.608 -1.552 1.786
H -2.828 2.422 -0.618
H -0.859 -0.143 -1.997
H -1.567 -0.675 1.548
H 1.913 -2.188 -0.786
H -0.433 1.453 0.548
H -2.691 0.201 1.637
H -0.189 -1.456 -0.140
H 2.258 -0.044 1.520
H 0.819 0.672 -2.081
H 2.451 -0.256 -0.947
H 3.252 -1.612 1.270
H -0.284 2.454 -1.084



(3)
17
Properties=species:S:1:pos:R:3 method="wB97M-V/def2-TZVPD" de_lowest_ev=3.821 homo_energy_ev="-6.53 / -6.74" homo_lumo_gap_ev="7.53 / 7.73" e_tot_ev=-6849.707
N 0.858 0.386 -0.250
C 0.611 0.342 -1.573
C -1.016 0.336 1.387
C 1.815 1.172 0.233
C -0.969 -1.295 -0.551
C -0.041 -0.489 0.535
H 0.593 1.246 -2.143
H -0.498 -2.205 -0.933
H -1.873 -1.536 -0.006
H 2.608 1.440 -0.456
H 0.702 -0.635 -2.026
H 1.822 1.536 1.253
H 0.614 -1.050 1.248
H -0.562 1.009 2.127
H -1.367 -0.823 -1.484
H -1.665 -0.359 1.933
H -1.632 0.926 0.705